{"formula": "C42H32HgN4O7P", "method": "ωB97M-V with the def2-TZVPD basis set", "e_above_lowest_kcal_mol": 8.81, "e_homo_ev": [-0.02, -3.24], "lumo_energy_ev": [4.17, 4.17], "spin_multiplicity": 2, "charge": -2, "mol_weight_g_mol": 936.30, "max_force_ev_per_a": 0.58, "species": ["Hg", "C", "C", "C", "C", "N", "C", "C", "C", "C", "C", "C", "N", "C", "C", "C", "C", "C", "N", "H", "H", "H", "H", "H", "H", "H", "H", "H", "H", "H", "O", "C", "C", "C", "N", "C", "C", "C", "O", "O", "C", "O", "O", "H", "H", "H", "C", "P", "C", "C", "C", "C", "C", "C", "C", "C", "C", "C", "C", "C", "H", "H", "H", "H", "H", "H", "H", "H", "H", "H", "H", "H", "H", "O", "C", "O", "C", "C", "C", "C", "C", "C", "H", "H", "H", "H", "H"], "coordinates": [[1.26330, -0.39112, -0.21691], [-0.20536, 1.97616, 3.95159], [0.84659, 1.62678, 4.78105], [1.63132, 0.54147, 4.43968], [1.34294, -0.17052, 3.27637], [0.34146, 0.18192, 2.47311], [-0.40614, 1.22468, 2.80643], [2.10012, -1.38849, 2.89597], [2.57767, -2.21668, 3.90413], [3.20746, -3.42105, 3.53761], [3.29429, -3.74916, 2.21922], [2.77793, -2.87713, 1.22316], [2.22077, -1.67280, 1.59508], [2.82018, -3.20120, -0.16282], [3.12047, -4.50532, -0.63971], [3.13111, -4.76925, -1.98087], [2.88873, -3.72091, -2.88585], [2.59890, -2.47633, -2.35725], [2.53753, -2.21040, -1.06126], [-0.84524, 2.82017, 4.16714], [1.05553, 2.19671, 5.67850], [2.47610, 0.25914, 5.05343], [-1.19863, 1.47750, 2.11789], [2.42778, -1.96333, 4.94388], [3.60612, -4.08029, 4.30025], [3.77823, -4.67022, 1.92449], [3.29535, -5.30600, 0.06607], [3.31918, -5.77294, -2.34556], [2.90352, -3.87497, -3.95573], [2.42621, -1.63659, -3.02084], [-1.79052, -0.32794, -5.86458], [-1.12021, -0.38067, -4.67759], [-1.51007, -1.23436, -3.65577], [-0.82488, -1.19489, -2.45613], [0.20979, -0.37747, -2.26755], [0.63538, 0.40059, -3.26562], [-0.01283, 0.43104, -4.49010], [1.96178, 1.19050, -3.06944], [2.22223, 2.01774, -3.95465], [2.64097, 0.84592, -2.07721], [-1.23331, -2.13980, -1.29583], [-2.13672, -2.94973, -1.56341], [-0.61659, -1.98817, -0.21454], [-2.56899, -0.89057, -5.79285], [-2.35150, -1.90946, -3.75485], [0.35566, 1.09162, -5.26182], [-1.70999, 2.55231, -0.97330], [-2.38530, 0.85630, -0.73971], [-3.64877, 0.74399, -2.07444], [-3.69508, 1.54756, -3.20945], [-4.62700, 1.30466, -4.21086], [-5.52914, 0.25839, -4.09318], [-5.48412, -0.55824, -2.96793], [-4.54680, -0.32366, -1.97905], [-3.60244, 1.13407, 0.62828], [-3.50417, 0.30055, 1.74096], [-4.39077, 0.42932, 2.80071], [-5.39839, 1.38124, 2.75094], [-5.51709, 2.19998, 1.63459], [-4.62261, 2.08181, 0.58257], [-2.46079, 3.33376, -0.84484], [-1.25704, 2.61566, -1.96423], [-0.89540, 2.68045, -0.25561], [-2.97781, 2.34915, -3.33439], [-4.64531, 1.93592, -5.09175], [-6.24907, 0.06448, -4.88021], [-6.16983, -1.39247, -2.87979], [-4.46766, -0.99725, -1.13355], [-2.71421, -0.44299, 1.75761], [-4.29778, -0.21878, 3.66357], [-6.09715, 1.47828, 3.57351], [-6.31501, 2.93282, 1.58841], [-4.71756, 2.73049, -0.28117], [1.53731, 3.85648, 1.50340], [1.92428, 2.73970, 1.12163], [1.25641, 1.93713, 0.40611], [3.29920, 2.28202, 1.60966], [4.00391, 1.26759, 0.97261], [5.20967, 0.81964, 1.49507], [5.74070, 1.40836, 2.63349], [5.07262, 2.46701, 3.23776], [3.85098, 2.88651, 2.73451], [3.62269, 0.84523, 0.05179], [5.73810, 0.00934, 1.00681], [6.67394, 1.04221, 3.04789], [5.50354, 2.95195, 4.10763], [3.29932, 3.69485, 3.19763]], "mulliken_charge": [3.926, -1.065, -0.747, -0.837, 0.679, 0.198, -0.067, 0.358, -1.130, -0.770, -1.174, 0.608, 0.483, 0.258, -1.288, -0.284, -1.186, -0.247, 0.033, 0.425, 0.348, 0.460, 0.401, 0.440, 0.378, 0.306, 0.250, 0.379, 0.411, 0.351, -0.617, 0.729, -0.376, -0.605, 1.094, -0.190, -1.127, -0.026, -0.841, -0.507, 0.155, -0.858, -0.578, 0.315, 0.454, 0.608, -1.301, 1.048, 0.377, -0.138, -0.672, -0.457, -0.633, -0.668, 0.089, -0.342, -0.411, -0.484, -0.630, -0.453, 0.413, 0.391, 0.144, 0.318, 0.381, 0.346, 0.373, 0.303, 0.468, 0.397, 0.350, 0.364, 0.266, -0.813, -0.416, -0.422, 0.092, 0.071, -0.690, -0.391, -0.521, -0.628, 0.751, 0.390, 0.362, 0.356, 0.494]}

=====

{"formula": "C24H47ClN6O7Sm", "method": "ωB97M-V with the def2-TZVPD basis set", "e_above_lowest_kcal_mol": 24.50, "e_homo_ev": [-11.88, -11.89], "lumo_energy_ev": [-2.57, -1.98], "spin_multiplicity": 6, "charge": 1, "mol_weight_g_mol": 717.49, "max_force_ev_per_a": 3.08, "species": ["Sm", "C", "C", "C", "C", "C", "C", "N", "C", "C", "N", "C", "C", "O", "O", "C", "C", "C", "C", "C", "C", "N", "C", "C", "N", "C", "C", "O", "O", "H", "H", "H", "H", "H", "H", "H", "H", "H", "H", "H", "H", "H", "H", "H", "H", "H", "H", "H", "H", "H", "H", "H", "H", "H", "H", "H", "H", "H", "H", "H", "H", "H", "H", "H", "H", "H", "H", "H", "Cl", "C", "C", "O", "O", "H", "H", "C", "N", "C", "N", "O", "H", "H", "H", "H", "H", "H"], "coordinates": [[0.03371, -1.59270, -1.05514], [-3.15327, 2.22598, -0.98034], [-2.41493, 1.01256, -0.44687], [-3.27634, 0.30770, 0.64365], [-2.78416, 0.63231, 2.08116], [-2.71993, 2.07392, 2.48222], [-3.67923, -0.05017, 3.03408], [-1.42606, 0.00844, 2.18149], [-0.79621, -0.01305, 3.51403], [0.66889, 0.54712, 3.43630], [1.41758, 0.07998, 2.22205], [1.75267, -1.28822, 2.39354], [2.53205, -1.90125, 1.22658], [3.50174, -2.56689, 1.55381], [2.05778, -1.70434, 0.04782], [2.60225, 0.88206, 1.86859], [2.85016, 2.18701, 2.57374], [2.76352, 1.23250, 0.30395], [1.80101, 2.13451, -0.49913], [2.50201, 3.11635, -1.44568], [0.76109, 2.95736, 0.33837], [1.01302, 1.13867, -1.37182], [-0.08757, 1.69286, -2.21697], [-1.12967, 0.67962, -2.60690], [-1.93992, 0.05341, -1.54190], [-3.06612, -0.68793, -2.15664], [-2.47888, -1.81107, -3.03571], [-2.90951, -2.00788, -4.14586], [-1.47129, -2.45849, -2.42009], [-3.00194, 3.06800, -0.28820], [-4.22236, 2.01116, -0.93446], [-2.87576, 2.46293, -1.99561], [-1.51251, 1.24749, 0.13736], [-3.35606, -0.75594, 0.55186], [-4.31447, 0.67356, 0.55303], [-3.55104, 2.51376, 1.98628], [-1.79938, 2.49025, 2.08449], [-2.80652, 2.28435, 3.56067], [-4.69997, 0.43976, 2.86544], [-3.52278, 0.07214, 4.10765], [-3.78443, -1.08063, 2.82286], [-1.48815, -0.91075, 1.77855], [-0.68255, 0.44870, 1.59658], [-0.80992, -1.07290, 3.86374], [-1.30604, 0.66863, 4.16123], [1.17108, 0.30400, 4.43195], [0.48599, 1.61503, 3.38115], [0.86423, -1.90083, 2.56656], [2.42005, -1.42860, 3.25222], [3.45666, 0.22048, 2.09690], [2.08411, 3.03833, 2.43743], [3.72359, 2.55596, 2.09743], [3.08507, 2.04321, 3.63996], [2.89444, 0.28368, -0.19977], [3.75419, 1.62953, 0.34071], [3.15006, 3.81681, -0.87980], [1.76278, 3.69678, -1.94657], [3.18684, 2.59707, -2.10999], [1.30195, 3.73577, 0.85882], [0.22056, 2.45857, 1.16522], [-0.01227, 3.47275, -0.25654], [1.73432, 0.78014, -2.06938], [0.25754, 2.11984, -3.14403], [-0.54821, 2.55317, -1.70507], [-0.58426, -0.06259, -3.21313], [-1.79522, 1.11598, -3.38887], [-3.70796, -0.00172, -2.71500], [-3.62637, -1.14823, -1.38538], [0.27313, -4.67146, -0.40407], [-0.03880, -4.45803, 1.28689], [-0.89917, -3.25691, 1.68866], [-1.36664, -3.23067, 2.84705], [-1.03950, -2.28600, 0.87019], [0.91282, -4.27496, 1.80422], [-0.45561, -5.36500, 1.67120], [2.01818, -2.39720, -5.80947], [2.74685, -2.63969, -4.58980], [2.38244, -2.32989, -3.32521], [3.27459, -2.66184, -2.32176], [1.31499, -1.70044, -3.05362], [1.41208, -1.47681, -5.61291], [1.39190, -3.24802, -5.96634], [2.73448, -2.33663, -6.61911], [3.59690, -3.18475, -4.59934], [4.23439, -2.99583, -2.57137], [3.03728, -2.42194, -1.37976]], "mulliken_charge": [0.566, -2.011, 1.287, -1.718, 1.319, -1.814, -1.825, 3.616, -0.868, -1.044, 0.794, -0.900, 0.109, -0.735, 0.161, 0.098, -1.718, -2.025, 1.677, -1.719, -1.864, 0.560, -0.875, -1.590, 1.524, -0.753, 0.237, -0.673, -0.497, 0.394, 0.412, 0.454, -0.439, 0.474, 0.608, 0.521, 0.110, 0.467, 0.486, 0.309, 0.406, -0.485, -1.747, 0.375, 0.523, 0.358, 0.327, 0.553, 0.221, 0.523, 0.164, 0.581, 0.433, 0.106, 0.628, 0.438, 0.438, 0.405, 0.729, 0.016, 0.492, 0.282, 0.508, 0.069, 0.707, 0.707, 0.379, 0.455, -0.101, -0.416, 0.136, -0.690, -0.466, 0.208, 0.490, -0.726, -0.212, 0.464, -0.203, -0.426, 0.216, 0.299, 0.320, 0.172, 0.238, -0.006]}

=====

{"formula": "C4H10FN2", "method": "ωB97M-V with the def2-TZVPD basis set", "e_above_lowest_kcal_mol": 30.69, "e_homo_ev": -14.35, "lumo_energy_ev": -3.11, "charge": 1, "mol_weight_g_mol": 105.14, "max_force_ev_per_a": 3.61, "species": ["C", "C", "C", "C", "N", "N", "F", "H", "H", "H", "H", "H", "H", "H", "H", "H", "H"], "coordinates": [[-2.70690, -1.38224, -0.11776], [-1.96651, -0.36081, -0.51359], [-0.25973, 1.47488, -0.10495], [-0.89003, 0.24737, 0.32203], [2.84627, -0.22582, 0.54514], [0.38764, 0.17823, -0.46494], [-0.66245, -0.18175, 1.58819], [-3.46208, -1.94138, -0.61701], [-2.53212, -1.69858, 0.98302], [-1.92078, -0.04281, -1.47178], [0.21340, 2.22627, 0.57938], [-0.60469, 2.08536, -1.00093], [3.04967, 0.32783, 1.35297], [3.52933, -0.96978, 0.42221], [1.27940, 0.04481, 0.15617], [3.18763, 0.33890, -0.23000], [0.51194, -0.12047, -1.42815]], "nbo_charge": [-0.276, -0.289, -0.272, 0.499, -1.063, -0.598, -0.283, 0.238, 0.218, 0.208, 0.270, 0.261, 0.394, 0.409, 0.470, 0.371, 0.443]}

=====

{"formula": "C4H12N3", "method": "ωB97M-V with the def2-TZVPD basis set", "e_above_lowest_kcal_mol": 123.08, "e_homo_ev": -15.77, "lumo_energy_ev": -6.44, "charge": 1, "mol_weight_g_mol": 102.16, "max_force_ev_per_a": 5.78, "species": ["C", "C", "C", "C", "N", "N", "N", "H", "H", "H", "H", "H", "H", "H", "H", "H", "H", "H", "H"], "coordinates": [[-1.70506, 0.81799, 1.85016], [-1.37320, -1.19646, 0.57106], [-0.24641, 0.73410, -1.40962], [2.84679, -0.28300, -1.37075], [-2.01736, 0.12740, 2.84805], [-1.11346, 0.20355, 0.70101], [-0.84191, 1.05142, -0.24782], [-1.75667, 1.92993, 1.72573], [-1.94998, -1.38245, -0.45377], [-0.29842, -1.74274, 0.42146], [-1.72648, -1.62831, 1.49137], [0.87610, 0.87033, -1.32579], [-0.33146, -0.30264, -1.71514], [-0.44582, 1.47409, -2.08452], [3.80735, -0.62079, -1.20140], [2.24845, -1.08559, -1.67682], [2.76288, 0.64213, -1.93358], [-2.24423, 0.69433, 3.60173], [2.60918, -0.08846, -0.31416]], "nbo_charge": [0.240, -0.507, -0.531, -0.863, -0.528, -0.053, 0.080, 0.217, 0.270, 0.260, 0.299, 0.347, 0.232, 0.275, 0.248, 0.210, 0.215, 0.385, 0.203]}

=====

{"formula": "C9H18N5O", "method": "ωB97M-V with the def2-TZVPD basis set", "e_above_lowest_kcal_mol": 146.95, "e_homo_ev": [-9.80, -11.30], "lumo_energy_ev": [-4.48, -3.36], "charge": 1, "mol_weight_g_mol": 212.28, "max_force_ev_per_a": 4.83, "species": ["C", "C", "C", "C", "C", "C", "C", "C", "C", "N", "N", "N", "N", "N", "O", "H", "H", "H", "H", "H", "H", "H", "H", "H", "H", "H", "H", "H", "H", "H", "H", "H", "H"], "coordinates": [[0.66749, -0.48451, 0.54895], [2.12110, -0.30494, 0.60415], [2.89740, 0.47458, -0.26983], [-1.45287, 0.23855, 0.52139], [-2.30776, 1.35649, -1.58888], [-1.04345, 2.49346, 0.08296], [-2.93024, -1.16611, 1.73141], [-2.31063, -1.84661, -0.61154], [5.15874, 0.67460, -1.15789], [0.46883, -1.45465, 1.42823], [1.55730, -1.89313, 2.01538], [2.58371, -1.26477, 1.47647], [-1.73701, 1.17726, -0.28732], [-1.96127, -1.11223, 0.61594], [4.18996, 0.28009, -0.22223], [2.48898, 1.13796, -1.11134], [-2.96172, 2.21510, -1.83637], [-1.53720, 1.17353, -2.40140], [-2.88727, 0.44038, -1.87025], [-1.91345, 3.08232, 0.34039], [-0.23036, 2.26795, 0.76304], [-0.80102, 2.87532, -0.95360], [-2.60355, -0.79403, 2.75612], [-3.93609, -0.70271, 1.42456], [-3.27390, -2.09620, 2.03087], [-1.60199, -1.61083, -1.35999], [-2.09710, -2.80967, -0.22659], [-3.33942, -1.61090, -0.96488], [4.85396, 0.31496, -2.14884], [6.10665, 0.26358, -0.76936], [5.17993, 1.78014, -1.14367], [3.51217, -1.57598, 1.57540], [-0.85989, -1.51900, 1.00872]], "nbo_charge": [-0.012, -0.047, 0.210, 0.461, -0.470, -0.388, -0.440, -0.413, -0.250, -0.403, 0.004, -0.323, -0.432, -0.527, -0.483, 0.199, 0.253, 0.229, 0.218, 0.224, 0.247, 0.207, 0.262, 0.219, 0.236, 0.226, 0.229, 0.221, 0.194, 0.223, 0.194, 0.436, 0.496]}

=====

{"formula": "C5H11NO", "method": "ωB97M-V with the def2-TZVPD basis set", "e_above_lowest_kcal_mol": 2.85, "e_homo_ev": -9.57, "lumo_energy_ev": 0.90, "smiles": "CCCNC(C)=O", "charge": 0, "mol_weight_g_mol": 101.15, "max_force_ev_per_a": 0.30, "species": ["C", "C", "C", "N", "C", "C", "O", "H", "H", "H", "H", "H", "H", "H", "H", "H", "H", "H"], "coordinates": [[0.18163, 0.66422, -2.35854], [1.06167, 0.00187, -1.30304], [1.05573, 0.73160, 0.04355], [-0.18157, 0.51933, 0.78847], [-0.30391, -0.65935, 1.46756], [-1.59942, -1.03405, 2.16211], [0.62525, -1.45402, 1.50286], [0.18022, 0.09146, -3.29205], [-0.85766, 0.74383, -2.01807], [0.53989, 1.67517, -2.58976], [0.74003, -1.03005, -1.12175], [2.09516, -0.05737, -1.66703], [1.86233, 0.34116, 0.66859], [1.21654, 1.80706, -0.09420], [-0.91225, 1.21365, 0.77122], [-1.90986, -1.98705, 1.72317], [-2.43167, -0.32739, 2.10707], [-1.36211, -1.24009, 3.20983]], "nbo_charge": [-0.611, -0.408, -0.224, -0.626, 0.670, -0.708, -0.640, 0.214, 0.199, 0.198, 0.217, 0.204, 0.229, 0.192, 0.400, 0.242, 0.209, 0.242]}